Record 1
# C31H56BrCuN6O2Si

A molecular structure, C31H56BrCuN6O2Si (the ωB97M-V functional and the def2-TZVPD basis, the Open Molecules 2025 dataset).

Each line ends with the Löwdin spin population.
CARTESIAN COORDINATES (ANGSTROEM)
Cu -1.9925 -0.1620 -0.4973  0.06
N -1.1550 1.2048 2.4623  0.00
N -1.5400 0.1004 3.2209  0.00
C -1.8608 -1.1086 2.7375  0.00
N -2.0858 -2.0899 3.6053  0.00
N -1.9654 -1.1908 1.4006  0.00
N -2.1343 -2.3990 0.8053  0.00
O -2.1775 -2.2980 -0.4274  0.00
O -2.2185 -3.4563 1.3932  0.00
H -1.9165 1.4959 1.8604  0.00
H -0.3474 0.9647 1.8941  0.00
H -1.4888 0.2313 4.2177  0.00
H -1.8910 -1.9562 4.5827  0.00
H -2.2731 -3.0149 3.2503  0.00
C 2.0677 0.0327 -3.5030  -0.01
C 1.0452 1.1091 -3.2710  0.00
C 1.2097 2.3876 -3.8101  0.17
C 0.2755 3.4058 -3.5950  0.00
C 0.4849 4.7753 -4.1827  -0.01
C -0.8403 3.1454 -2.8278  0.12
C -1.0487 1.8662 -2.2438  0.03
C -0.0717 0.8659 -2.5054  0.13
N -2.0801 1.5027 -1.4492  0.41
C -3.2565 2.3508 -1.1859  0.03
C -2.8987 3.6006 -0.3557  0.02
C -4.1692 4.4003 -0.0469  0.00
C -4.8483 4.8020 -1.3607  0.00
C -5.2521 3.5480 -2.1432  0.00
C -6.2078 2.7009 -1.3021  0.00
C -5.5057 2.2947 -0.0054  0.00
C -5.1257 3.5467 0.7877  0.00
C -4.2350 1.5111 -0.3446  0.00
C -3.9995 2.7322 -2.4825  0.02
H 2.6641 0.2375 -4.3908  0.00
H 1.5915 -0.9400 -3.6260  0.00
H 2.7453 -0.0344 -2.6490  0.00
H 2.0815 2.5949 -4.4202  0.01
H 1.3108 4.7796 -4.8914  0.00
H 0.7118 5.5008 -3.3998  0.00
H -0.4098 5.1192 -4.7019  0.00
H -1.5443 3.9444 -2.6706  0.01
H -0.2322 -0.1296 -2.1029  0.00
H -2.1811 4.2354 -0.8715  0.00
H -2.4176 3.2836 0.5766  0.00
H -3.8896 5.2958 0.5124  0.00
H -4.1716 5.4191 -1.9602  0.00
H -5.7320 5.4094 -1.1498  0.00
H -5.7406 3.8382 -3.0758  0.00
H -6.5147 1.8124 -1.8611  0.00
H -7.1131 3.2687 -1.0733  0.00
H -6.1644 1.6600 0.5916  0.00
H -4.6512 3.2681 1.7346  0.00
H -6.0230 4.1194 1.0343  0.00
H -4.4888 0.5994 -0.8980  0.00
H -3.7404 1.2059 0.5883  0.00
H -3.3648 3.3038 -3.1561  0.00
H -4.2728 1.8122 -3.0081  0.00
C 5.6819 -2.4169 0.9460  0.00
C 4.5572 -1.3671 0.8970  0.00
C 4.6905 -0.5717 -0.4121  0.00
C 4.7875 -0.3616 2.0352  0.00
Si 2.8519 -2.2193 1.0690  0.00
Br 1.3472 -0.5963 0.4218  0.00
C 2.5359 -3.6553 -0.1580  0.00
C 3.1370 -3.3404 -1.5362  0.00
C 1.0397 -3.9205 -0.3945  0.00
C 3.1859 -4.9498 0.3631  0.00
C 2.3642 -2.6251 2.8799  0.00
C 2.0425 -1.3683 3.7035  0.00
C 3.5042 -3.3879 3.5772  0.00
C 1.1084 -3.5053 2.9205  0.00
H 6.6472 -1.9022 0.9356  0.00
H 5.6635 -3.0842 0.0848  0.00
H 5.6499 -3.0288 1.8491  0.00
H 5.6962 -0.1425 -0.4538  0.00
H 3.9789 0.2538 -0.4528  0.00
H 4.5603 -1.1823 -1.3027  0.00
H 5.7344 0.1566 1.8576  0.00
H 4.8611 -0.8386 3.0118  0.00
H 4.0022 0.3964 2.0741  0.00
H 2.7398 -2.4110 -1.9489  0.00
H 2.8715 -4.1472 -2.2258  0.00
H 4.2238 -3.2759 -1.5183  0.00
H 0.5447 -3.0613 -0.8494  0.00
H 0.4953 -4.1887 0.5083  0.00
H 0.9429 -4.7594 -1.0902  0.00
H 4.2531 -4.8363 0.5583  0.00
H 3.0749 -5.7315 -0.3942  0.00
H 2.7127 -5.3165 1.2744  0.00
H 2.8704 -0.6661 3.7646  0.00
H 1.7979 -1.6761 4.7259  0.00
H 1.1824 -0.8333 3.2957  0.00
H 4.3945 -2.7733 3.7071  0.00
H 3.7930 -4.2927 3.0404  0.00
H 3.1727 -3.6929 4.5746  0.00
H 0.2734 -3.0431 2.3899  0.00
H 0.8085 -3.6449 3.9651  0.00
H 1.2706 -4.4954 2.4972  0.00

## Properties
- expectation value of S² = 0.79
- frontier orbital gap (alpha / beta) (hartree) = 0.2880 / 0.2708
- total charge = +1
- energy (eV) = -168646.5693
- relative energy (zero: lowest compared OMol25 entry of this formula, charge and spin) (eV) = 0.000
- HOMO level (alpha / beta) (eV) = -10.775 / -11.623
- maximum force (eV/A) = 0.1
- 2S+1 = 2
- LUMO (alpha / beta) (Ha) = -0.1080 / -0.1564

***

Record 2
# C3H8N2O2

A single C3H8N2O2 molecule (the ωB97M-V functional and the def2-TZVPD basis, the Open Molecules 2025 dataset).

Each line ends with the Mulliken charge.
CARTESIAN COORDINATES (ANGSTROEM)
N -2.2196 1.2702 0.0399  -0.41
C -1.0697 0.7291 -0.4913  0.57
O -1.0790 0.2929 -1.6290  -0.59
N -0.0397 0.6655 0.4386  -0.28
C 1.3004 0.0814 0.3837  -0.41
C 1.3571 -1.3897 -0.0822  -0.37
O 0.3733 -1.7474 -1.0072  -0.49
H -3.0117 1.2575 -0.5794  0.23
H -2.2643 1.8224 0.8775  0.16
H -0.1621 1.2949 1.2132  0.21
H 1.6447 0.0823 1.4264  0.33
H 2.0051 0.7079 -0.1781  0.26
H 1.3121 -2.0680 0.7831  0.24
H 2.3452 -1.5396 -0.5408  0.28
H -0.4917 -1.4596 -0.6543  0.29

## Properties
- frontier orbital gap (hartree) = 0.3677
- total charge = 0
- energy (eV) = -10315.8740
- structure (SMILES) = NC(=O)NCCO
- relative energy (zero: lowest compared OMol25 entry of this formula, charge and spin) (eV) = 1.078
- HOMO level (eV) = -9.395
- maximum force (eV/A) = 1.0
- 2S+1 = 1
- LUMO (Ha) = 0.0225

***

Record 3
# C23H42Cl3N2O4SiSm

A molecular structure, C23H42Cl3N2O4SiSm (the ωB97M-V functional and the def2-TZVPD basis, the Open Molecules 2025 dataset).

Each line ends with the Löwdin spin population.
CARTESIAN COORDINATES (ANGSTROEM)
C 2.2448 -1.8663 -5.8619  0.00
C 1.4047 -0.8625 -5.1284  0.00
H 2.5891 -1.4476 -6.8217  0.00
H 1.6791 -2.7815 -6.1031  0.00
H 3.1263 -2.1497 -5.2701  0.00
C 0.4768 -0.1213 -5.7550  0.00
C 0.2610 -0.1052 -7.2284  0.00
H -0.1935 0.5213 -5.1858  0.00
H -0.3423 -0.9637 -7.5537  0.00
H 1.1984 -0.1199 -7.8009  0.00
H -0.2942 0.7968 -7.5056  0.00
Sm 0.1584 -0.6274 1.8918  5.05
Cl 2.2201 -1.3317 3.3312  -0.01
Cl -0.6880 -3.1214 1.6055  -0.01
C 0.2883 2.5692 2.3156  0.00
O -0.6796 1.7593 2.3127  0.00
N 0.3100 3.7470 1.6932  0.00
C -0.8998 4.3506 1.1594  0.00
C 1.5882 4.3732 1.3931  0.00
H 1.2473 2.3064 2.7943  0.00
H -1.7019 3.6014 1.1521  0.00
H -0.6934 4.7054 0.1419  0.00
H -1.2088 5.2048 1.7785  0.00
H 2.3828 3.6267 1.5019  0.00
H 1.8008 5.2073 2.0785  0.00
H 1.5818 4.7503 0.3648  0.00
H -2.9280 -1.9120 -2.6216  0.00
H -3.0367 0.9185 -3.5141  0.00
C -3.3739 -1.4127 -1.7508  0.00
C -3.4866 0.9449 -2.5111  0.00
N -2.8688 -0.0451 -1.6363  0.00
H -3.1378 -1.9738 -0.8413  0.00
C -2.0377 0.3029 -0.6459  0.00
O -1.5474 -0.5199 0.1583  -0.01
H -3.3466 1.9453 -2.0872  0.00
H -1.8073 1.3782 -0.5670  0.00
H -4.4579 -1.3685 -1.9112  0.00
H -4.5524 0.7193 -2.6048  0.00
O 0.7654 -1.7547 -2.9594  0.00
C 1.6005 -0.7921 -3.6198  0.00
C 0.0027 1.0192 -2.9013  0.00
C 1.3151 0.5699 -3.0328  0.00
H -0.8064 0.3182 -3.1342  0.00
C -0.2507 2.3409 -2.5409  0.00
H 2.6488 -1.0384 -3.4006  0.00
C 2.3736 1.3844 -2.6225  0.00
H -1.2808 2.7217 -2.5378  0.00
C 0.8129 3.1912 -2.2240  0.00
C 2.1201 2.6936 -2.2224  0.00
H 3.3856 0.9741 -2.6248  0.00
H 0.6189 4.2385 -1.9830  0.00
H 2.9435 3.3397 -1.9147  0.00
Si 0.8928 -3.2766 -2.4844  0.00
Cl 1.7481 0.6368 0.5135  -0.01
C -0.8302 -3.9473 -2.2631  0.00
C 1.9062 -3.2797 -0.9134  0.00
C 1.7291 -4.3730 -3.7283  0.00
H -1.5257 -3.5186 -2.9891  0.00
H -1.1886 -3.7328 -1.2498  0.00
H -0.8131 -5.0373 -2.4053  0.00
H 1.1775 -4.4097 -4.6771  0.00
H 1.7287 -5.3840 -3.2894  0.00
H 2.7685 -4.0856 -3.9231  0.00
H 1.2655 -3.0923 -0.0341  0.00
H 2.6870 -2.5095 -0.9162  0.00
H 2.3859 -4.2586 -0.7622  0.00
C -1.1508 -1.0597 6.3750  0.00
C -1.4624 -0.4484 5.0431  0.00
C -2.7014 0.3933 4.9584  0.00
O -0.7413 -0.6416 4.0620  0.00
H -1.4515 -0.3930 7.1880  0.00
H -0.0824 -1.2715 6.4372  0.00
H -1.6993 -2.0022 6.4903  0.00
H -2.5516 1.1817 4.2165  0.00
H -3.5436 -0.2288 4.6283  0.00
H -2.9402 0.8205 5.9338  0.00

## Properties
- expectation value of S² = 8.76
- frontier orbital gap (alpha / beta) (hartree) = 0.3111 / 0.3128
- total charge = 0
- energy (eV) = -99059.4260
- relative energy (zero: lowest compared OMol25 entry of this formula, charge and spin) (eV) = 0.000
- HOMO level (alpha / beta) (eV) = -8.354 / -8.398
- maximum force (eV/A) = 2.5
- 2S+1 = 6
- LUMO (alpha / beta) (Ha) = 0.0041 / 0.0042

***

Record 4
# C4H4N2O

A single C4H4N2O molecule (the ωB97M-V functional and the def2-TZVPD basis, the Open Molecules 2025 dataset).

Each line ends with the Mulliken charge.
CARTESIAN COORDINATES (ANGSTROEM)
O -1.3081 -1.1188 1.8283  -0.53
C -0.6502 -0.5951 0.9574  0.39
C -0.3211 -1.1786 -0.3382  -0.32
C 0.2557 -0.4185 -1.2924  -0.08
N 0.4871 0.9508 -1.1825  -0.51
C 0.2722 1.4406 -0.0212  -0.06
N -0.0781 0.7286 1.1319  -0.33
H -0.5531 -2.2250 -0.4932  0.37
H 0.5497 -0.8439 -2.2461  0.38
H 0.4457 2.4977 0.1848  0.38
H 0.9002 0.7621 1.4713  0.31

## Properties
- frontier orbital gap (hartree) = 0.3554
- total charge = 0
- energy (eV) = -9239.2957
- structure (SMILES) = O=c1ccnc[nH]1
- relative energy (zero: lowest compared OMol25 entry of this formula, charge and spin) (eV) = 1.192
- HOMO level (eV) = -9.853
- maximum force (eV/A) = 1.9
- 2S+1 = 1
- LUMO (Ha) = -0.0067

***

Record 5
# C5H13NO2

3 unconnected molecules or ions with the total composition C5H13NO2 (the ωB97M-V functional and the def2-TZVPD basis, the Open Molecules 2025 dataset).

Each line ends with the Mulliken charge.
CARTESIAN COORDINATES (ANGSTROEM)
C -0.1982 2.3779 -1.1262  -0.77
C 0.2263 1.4771 -0.2580  -0.34
C -0.6979 0.4366 0.3429  -0.46
C -0.7597 -0.8464 -0.4513  -0.68
C -0.4245 -2.0275 0.0642  0.12
N -0.6920 -3.2299 -0.5739  -0.43
H 0.4334 3.1233 -1.6098  0.28
H -1.2320 2.4667 -1.4292  0.27
H 1.2744 1.4122 0.0244  0.46
H -0.5277 0.2557 1.4002  0.34
H -1.6915 0.9035 0.3177  0.30
H -1.0961 -0.7240 -1.4706  0.26
H -0.0879 -2.1035 1.0938  0.35
H -0.1350 -4.0643 -0.5210  0.17
H -1.4569 -3.2659 -1.2206  0.17
O 2.4871 -0.8167 -1.3162  -0.69
H 2.7173 -1.5045 -0.6793  0.31
H 1.5412 -0.6354 -1.2220  0.36
O -0.4675 2.4116 2.8289  -0.63
H -0.0568 2.9138 2.1179  0.33
H -1.1664 2.9691 3.1809  0.30

## Properties
- frontier orbital gap (hartree) = 0.3370
- total charge = 0
- energy (eV) = -10979.5525
- structure (SMILES) = C=CC/C=C/N.O.O
- relative energy (zero: lowest compared OMol25 entry of this formula, charge and spin) (eV) = 2.326
- HOMO level (eV) = -8.263
- maximum force (eV/A) = 1.0
- 2S+1 = 1
- LUMO (Ha) = 0.0333

***

Record 6
# C7H14N3O

2 unconnected molecules or ions with the total composition C7H14N3O (the ωB97M-V functional and the def2-TZVPD basis, the Open Molecules 2025 dataset).

Each line ends with the Mulliken charge.
CARTESIAN COORDINATES (ANGSTROEM)
C 1.0424 -0.5499 -2.0982  -0.69
C 1.1175 0.7372 -1.6829  0.65
C 0.4169 -0.5172 0.0485  -0.10
C 1.5368 1.9681 -2.3878  -1.29
C 0.0454 0.1430 2.4334  -1.47
C -2.3340 -0.2760 0.3190  -0.49
C 0.0209 -0.8825 1.3412  0.82
N 0.6122 -1.3153 -1.0358  -0.09
N 0.7245 0.7456 -0.3594  0.08
N -0.0556 -2.1966 1.7260  -0.45
O -2.2144 1.0445 0.0909  -0.42
H 1.2632 -0.9858 -3.0498  0.43
H 2.1716 2.5769 -1.7442  0.36
H 2.0890 1.7101 -3.2881  0.35
H 0.6709 2.5666 -2.6738  0.30
H -0.4339 1.0698 2.1224  0.31
H 1.0752 0.3737 2.7163  0.33
H -0.4640 -0.2328 3.3181  0.47
H -2.9035 -0.6264 1.1636  0.37
H -2.2761 -0.8857 -0.5668  0.34
H 0.4908 -2.3109 -1.0692  0.18
H 0.6708 1.5738 0.2083  0.25
H -0.1939 -2.9185 1.0405  0.16
H -0.4692 -2.3817 2.6253  0.24
H -2.6035 1.5701 0.8025  0.36

## Properties
- frontier orbital gap (alpha / beta) (hartree) = 0.2904 / 0.2558
- total charge = +1
- energy (eV) = -13996.0793
- relative energy (zero: lowest compared OMol25 entry of this formula, charge and spin) (eV) = 1.724
- HOMO level (alpha / beta) (eV) = -10.520 / -10.793
- maximum force (eV/A) = 0.9
- 2S+1 = 1
- LUMO (alpha / beta) (Ha) = -0.0963 / -0.1408